Record 1
10
Properties=species:S:1:pos:R:3:forces:R:3 method="wB97M-V/def2-TZVPD" de_lowest_ev=2.422 homo_lumo_gap_ev=10.408 lumo_energy_ev=0.98 charge=0
C 1.204 0.941 0.072 -1.70 -3.78 -1.77
N -0.245 0.222 -0.861 5.49 0.46 -0.36
Si -1.093 -0.885 0.224 -1.21 2.53 -0.76
H 0.667 1.509 0.777 -0.24 0.83 0.84
H 1.574 -0.065 0.537 0.06 2.38 -0.81
H 1.904 1.528 -0.593 -1.01 -1.03 0.71
H 0.411 -0.197 -1.649 -2.27 0.73 1.94
H -0.727 -2.274 0.253 0.31 -0.74 0.21
H -2.469 -0.618 -0.298 0.03 -0.81 0.08
H -1.226 -0.161 1.537 0.55 -0.56 -0.09


Record 2
50
Properties=species:S:1:pos:R:3:forces:R:3 method="wB97M-V/def2-TZVPD" homo_lumo_gap_ev=5.877 lumo_energy_ev=-5.63 charge=+1
C 2.207 3.354 1.500 0.16 0.74 -0.08
C 1.789 2.735 2.962 -0.55 -3.70 0.20
Br 1.505 4.102 4.449 0.46 -1.96 -2.07
C 1.587 1.259 3.248 0.73 3.99 -2.46
Br 1.081 0.597 5.072 0.62 0.58 -2.55
C 1.803 0.261 1.926 1.23 -1.44 -1.60
C 3.358 0.017 1.457 -3.24 -1.39 -1.48
N 3.640 -0.837 0.240 -4.54 0.93 1.70
C 2.553 -1.508 -0.604 -1.80 1.02 2.84
B 3.074 -2.357 -1.922 0.27 -2.62 -0.82
O 3.358 -3.796 -1.721 -0.20 3.95 -1.58
N 3.178 -1.604 -3.241 -0.37 1.36 2.29
C 1.877 -0.829 -3.513 -0.78 0.02 -1.45
C 4.215 -0.494 -3.016 0.59 1.00 -0.32
C 0.950 -1.402 -0.237 2.61 2.60 3.24
O -0.156 -2.013 -0.990 3.27 5.08 1.69
N -0.110 -3.356 -0.972 -1.59 -5.49 3.53
O -0.518 -3.823 0.079 1.64 1.82 -3.67
C 0.584 -0.465 1.099 2.96 -0.01 -1.09
C -0.987 -0.293 1.537 -4.77 -4.93 2.06
O -1.652 -1.419 1.908 5.01 7.40 -2.59
O -1.745 0.970 1.516 2.52 -3.39 -1.37
C -2.517 0.964 0.234 -0.93 0.48 -1.91
C -3.255 2.458 0.176 1.37 -1.07 2.87
C -4.325 2.486 1.441 -0.22 0.83 -0.46
I -4.203 2.898 -1.749 0.68 -0.43 1.11
H 3.379 3.529 1.424 -2.43 -0.47 0.42
H 1.721 4.426 1.322 0.93 -2.43 0.74
H 1.892 2.702 0.578 0.48 0.96 2.08
H 4.296 0.480 2.025 -2.36 -1.13 -1.38
H 4.647 -0.974 -0.036 -1.56 0.11 0.30
H 3.705 -4.213 -2.563 -0.65 0.76 1.18
H 1.978 -0.355 -4.594 -0.14 -0.94 2.28
H 1.719 0.063 -2.761 0.12 -1.77 -1.27
H 0.935 -1.554 -3.580 2.12 1.58 0.41
H 5.241 -0.901 -2.617 -1.92 0.62 -0.93
H 4.386 0.069 -4.041 -0.21 -1.30 2.10
H 3.827 0.342 -2.262 0.72 -1.67 -1.40
H -3.299 0.083 0.216 1.42 1.84 0.26
H -1.786 0.792 -0.693 -1.38 0.58 1.99
H -2.395 3.232 0.428 -1.90 -1.44 -0.98
H -3.817 2.829 2.450 -0.77 -0.89 -2.17
H -5.132 3.326 1.193 1.55 -2.10 0.61
H -4.797 1.417 1.573 0.72 2.27 -0.33
C -5.803 -2.391 -0.092 -0.01 -0.20 0.06
O -5.318 -1.230 0.557 0.46 0.32 0.50
H -6.302 -2.098 -1.018 0.10 0.05 0.19
H -4.968 -3.056 -0.325 -0.15 -0.18 -0.12
H -6.518 -2.902 0.558 -0.03 -0.15 -0.20
H -4.881 -1.522 1.376 -0.25 0.20 -0.38


Record 3
78
Properties=species:S:1:pos:R:3:forces:R:3 method="wB97M-V/def2-TZVPD" spin_multiplicity=2 s2=0.756 homo_lumo_gap_ev="9.505 / 2.402" lumo_energy_ev="-2.59 / -9.69" charge=+1
C -12.063 0.297 16.172 -2.72 0.91 -0.27
O -11.217 -0.317 17.074 2.76 -1.43 0.17
H -12.139 1.376 16.303 0.17 0.06 0.14
H -11.908 0.128 15.106 1.10 -0.44 0.29
H -13.053 -0.131 16.327 -0.34 0.25 0.00
H -11.332 -0.150 18.012 -0.80 0.53 -0.26
C -5.694 0.287 18.535 1.00 1.46 0.29
O -6.564 1.207 17.895 0.86 -1.18 0.39
H -4.771 0.825 18.750 -0.13 -0.13 0.09
H -6.164 -0.036 19.464 -0.24 -0.12 0.41
H -5.458 -0.626 17.988 -0.36 -0.11 -0.58
H -7.316 0.643 17.699 -1.50 -0.25 -0.66
C -7.459 -5.233 14.048 -0.70 1.82 0.91
O -7.304 -4.343 12.969 -0.33 -0.52 -1.29
H -7.007 -6.225 14.040 0.31 0.22 -0.34
H -7.152 -4.572 14.858 0.57 -0.95 1.06
H -8.530 -5.309 14.234 -0.12 -0.45 -0.35
H -6.401 -4.019 12.924 0.34 -0.18 0.00
C -5.500 -1.493 15.122 -0.75 -1.74 1.44
C -5.578 -1.654 13.649 0.66 1.84 -1.47
C -4.964 -0.445 13.010 1.13 0.27 0.17
O -4.837 -2.794 13.167 -1.25 0.42 0.78
H -6.118 -0.725 15.588 0.01 0.41 -0.52
H -4.499 -1.469 15.552 0.14 0.07 -0.28
H -5.980 -2.426 15.419 0.23 -0.27 0.87
H -6.621 -1.568 13.346 -0.14 -1.34 -0.17
H -3.941 -0.381 13.379 0.30 0.28 0.36
H -5.492 0.426 13.400 0.07 0.32 -0.76
H -4.789 -0.546 11.939 -0.89 0.38 -0.14
H -3.951 -2.424 13.169 0.46 -0.57 -0.26
C -7.144 -0.229 24.209 0.47 0.25 -0.08
C -7.144 -1.744 24.073 -0.44 -0.44 0.81
C -7.682 -2.257 22.762 -0.08 0.66 -0.50
O -5.834 -2.267 24.389 -0.64 0.73 -0.45
H -6.461 0.220 23.487 0.36 -0.01 0.12
H -6.865 0.054 25.224 0.36 -0.07 -0.10
H -8.083 0.300 24.046 -0.42 -0.65 -0.14
H -7.857 -2.115 24.809 0.05 -0.15 0.47
H -7.167 -1.748 21.947 0.14 -0.18 -0.32
H -8.734 -1.980 22.707 -0.12 0.06 -0.07
H -7.653 -3.338 22.630 0.35 0.04 0.19
H -5.826 -3.179 24.088 0.10 -0.14 0.10
C -9.122 -2.296 19.274 -0.35 -0.15 0.46
C -8.235 -2.068 18.030 -1.40 -0.98 0.18
C -8.568 -3.002 16.903 -0.03 -0.32 -1.36
O -8.592 -0.821 17.501 3.00 1.73 0.93
H -10.172 -2.275 18.982 0.00 -0.47 -0.23
H -9.090 -1.570 20.086 0.72 0.42 -0.28
H -8.863 -3.240 19.752 -0.14 -0.22 -0.28
H -7.187 -2.275 18.246 0.25 1.27 0.16
H -9.599 -2.893 16.566 -0.41 -0.72 0.68
H -8.188 -4.010 17.070 -0.53 -0.12 0.05
H -8.093 -2.625 15.998 0.66 -0.08 0.11
H -9.478 -0.825 17.133 -1.56 0.11 -0.42
C -10.175 -4.942 22.189 2.35 0.29 -1.65
C -11.103 -4.868 23.378 -0.79 0.32 -0.42
C -11.339 -3.596 24.143 0.48 1.41 -0.44
O -12.395 -5.072 22.843 -1.14 -0.86 -0.07
H -10.532 -4.736 21.180 -1.62 -0.20 0.21
H -9.653 -5.885 22.030 -0.33 -0.49 0.53
H -9.336 -4.267 22.018 0.29 0.52 1.46
H -10.866 -5.639 24.111 0.22 -0.25 -0.11
H -10.429 -3.065 24.421 0.11 -0.39 0.70
H -12.066 -3.764 24.938 0.55 -0.14 0.31
H -11.841 -2.847 23.530 -0.12 -0.18 -0.53
H -12.446 -5.960 22.483 -0.13 -0.15 -0.09
C -14.631 -4.210 18.510 0.60 -0.48 -0.31
C -13.622 -4.241 17.338 -2.24 1.66 0.99
C -12.266 -4.226 17.953 0.71 0.18 -0.43
O -13.931 -5.283 16.470 0.44 -1.29 -0.04
H -14.271 -4.880 19.291 -0.28 -0.33 0.03
H -15.625 -4.508 18.175 0.02 0.21 0.16
H -14.604 -3.223 18.972 -0.34 0.11 -0.20
H -13.880 -3.352 16.763 0.66 0.68 0.01
H -12.173 -3.412 18.671 -0.27 -0.07 0.20
H -11.492 -4.013 17.217 0.25 -0.48 -0.12
H -12.138 -5.180 18.466 0.43 0.01 -0.02
H -13.141 -5.470 15.958 -0.03 -0.20 -0.25


Record 4
25
Properties=species:S:1:pos:R:3:forces:R:3 method="wB97M-V/def2-TZVPD" de_lowest_ev=0.585 homo_lumo_gap_ev=8.635 lumo_energy_ev=0.74 charge=0
C 1.517 1.881 -1.990 -0.11 0.00 0.48
C 0.429 -0.379 -1.591 -0.55 -0.36 -0.20
C 0.539 -0.637 0.623 -1.20 0.31 0.08
C 0.979 0.772 -1.139 0.10 -0.33 -0.42
C 1.082 0.611 0.286 0.53 0.45 0.06
C 0.212 -0.925 1.950 0.46 -0.15 -0.01
C 0.707 -0.084 2.929 0.25 -0.72 -0.32
C 1.648 1.425 1.284 -0.54 -0.65 -0.36
C 1.546 0.981 2.584 -0.19 0.97 0.42
N 0.049 -1.212 -0.548 0.93 0.30 0.04
H 0.021 -2.200 -0.724 -0.12 -0.12 0.22
H 0.228 -0.723 -2.595 0.06 0.20 -0.05
H -0.362 -1.801 2.215 -0.15 -0.02 -0.01
H 0.788 2.646 -2.262 -0.18 -0.07 0.13
H 1.904 1.465 -2.917 0.28 0.14 -0.02
H 0.446 -0.301 3.954 0.27 0.07 0.16
H 2.057 2.388 1.012 0.33 -0.06 0.17
H 2.037 1.550 3.365 -0.20 0.06 0.08
H 2.292 2.381 -1.407 0.25 0.06 -0.39
C -3.221 -1.003 -0.816 -0.13 -0.18 -0.61
O -2.587 -2.144 -1.372 -0.20 -0.55 -0.09
H -2.119 -2.608 -0.670 -0.16 0.20 -0.09
H -4.061 -0.735 -1.451 -0.34 -0.35 0.01
H -2.567 -0.158 -0.915 0.58 0.57 0.59
H -3.564 -1.192 0.197 0.02 0.26 0.12